The following is a quantum chemistry calculation of a structure of composition C9H36N10O9 at a distorted geometry, from the Open Molecules 2025 dataset.

```
64
C9H36N10O9 | the Open Molecules 2025 dataset | ωB97M-V/def2-TZVPD
C -2.955 0.637 0.623
O -3.349 -0.623 0.229
H -2.104 0.536 1.297
H -2.793 1.337 -0.197
H -3.689 1.238 1.159
H -3.651 -1.076 1.019
C 1.896 -1.563 -2.210
O 1.628 -2.024 -0.832
H 1.955 -2.281 -3.027
H 1.043 -0.973 -2.546
H 2.707 -0.840 -2.293
H 1.259 -1.301 -0.320
C -0.924 -0.789 -2.920
O -0.696 0.360 -2.125
H -0.037 -1.054 -3.495
H -1.089 -1.673 -2.304
H -1.731 -0.501 -3.595
H -0.807 1.135 -2.680
C 3.084 -0.762 1.013
O 3.076 -2.140 0.567
H 3.350 -0.608 2.059
H 3.817 -0.378 0.304
H 2.125 -0.301 0.779
H 2.302 -2.401 0.062
C 2.759 1.423 -1.358
O 2.621 0.542 -0.578
N 2.170 2.562 -1.276
N 3.673 1.331 -2.245
H 1.661 2.664 -0.410
H 2.602 3.278 -1.844
H 3.665 2.031 -2.973
H 4.238 0.502 -2.126
C -0.937 -0.612 4.088
O -0.937 0.622 4.301
N -0.746 -1.095 2.883
N -1.111 -1.531 5.001
H -0.860 -2.074 2.661
H -0.714 -0.491 2.074
H -0.891 -1.136 5.904
H -1.111 -2.537 4.911
C -0.116 -0.094 0.394
O 0.016 0.011 1.621
N 0.809 -0.081 -0.476
N -1.225 -0.476 -0.162
H 1.762 0.101 -0.195
H 0.426 -0.110 -1.410
H -1.274 -0.233 -1.141
H -1.997 -0.943 0.292
C 1.366 2.950 1.585
O 1.236 3.264 0.419
N 1.229 1.758 2.087
N 1.678 3.725 2.530
H 0.768 1.073 1.506
H 1.361 1.517 3.059
H 1.647 4.718 2.347
H 1.927 3.352 3.435
C -3.717 -1.433 -2.450
O -3.937 -2.168 -3.378
N -4.465 -0.403 -2.092
N -3.007 -1.877 -1.462
H -4.098 0.131 -1.317
H -5.276 -0.102 -2.614
H -2.954 -1.290 -0.642
H -2.657 -2.823 -1.514
```

Its total charge is 0. The calculation puts the gap between HOMO and LUMO at 7.54 eV. Its HOMO energy is -7.5465 eV.

The following is a quantum chemistry calculation of a cluster of 9 separate species, C9H36N12O9 in total at a distorted geometry, from the Open Molecules 2025 dataset.

```
66
C9H36N12O9 | the Open Molecules 2025 dataset | ωB97M-V/def2-TZVPD
N 1.976 10.787 22.303
C 1.473 9.572 22.614
N 2.370 8.678 22.332
O 0.391 9.431 23.097
H 1.352 11.576 22.216
H 2.692 10.722 21.593
H 2.036 7.726 22.378
H 3.303 8.971 22.079
N 4.531 14.464 22.268
C 4.455 14.153 23.469
N 4.430 12.888 23.523
O 4.373 14.821 24.448
H 4.477 15.457 22.087
H 5.130 13.936 21.649
H 4.170 12.606 24.457
H 4.342 12.277 22.723
N 6.562 8.319 24.307
C 6.004 9.455 23.960
N 6.586 10.510 24.318
O 5.048 9.510 23.234
H 7.138 8.438 25.128
H 6.160 7.443 24.004
H 6.232 11.408 24.020
H 7.317 10.406 25.006
N 4.402 11.527 18.570
C 4.441 11.195 19.831
N 4.299 9.901 20.055
O 4.526 12.008 20.698
H 4.672 10.811 17.910
H 4.209 12.462 18.241
H 4.188 9.349 19.217
H 4.629 9.596 20.960
N 3.508 15.259 16.928
C 4.025 15.506 18.132
N 4.888 14.601 18.532
O 3.620 16.288 19.022
H 3.909 14.550 16.331
H 2.660 15.756 16.696
H 5.226 14.658 19.482
H 5.215 14.043 17.757
N 4.953 10.487 15.136
C 5.250 11.737 15.136
N 6.022 12.011 14.140
O 4.646 12.515 15.824
H 4.324 10.184 15.867
H 5.212 9.730 14.519
H 6.251 12.973 13.936
H 6.474 11.222 13.699
C 1.292 13.957 21.534
O 0.126 14.172 20.754
H 1.707 14.836 22.027
H 1.098 13.104 22.185
H 2.022 13.439 20.912
H 0.097 15.067 20.408
C 7.625 8.964 20.374
O 8.905 9.404 20.811
H 7.092 8.777 21.306
H 7.269 9.836 19.824
H 7.662 8.146 19.654
H 8.878 10.337 21.035
C 5.869 8.107 17.144
O 4.610 8.215 17.890
H 6.032 9.114 16.757
H 6.809 7.668 17.477
H 5.775 7.541 16.218
H 4.373 7.368 18.274
```

Its total charge is 0. As for the SMILES: NC(N)=O.NC(N)=O.NC(N)=O.NC(N)=O.NC(N)=O.NC(N)=O.CO.CO.CO. The calculation puts the gap between HOMO and LUMO at 8.51 eV. Its HOMO energy is -8.8550 eV.

The following is a quantum chemistry calculation of a cluster of 9 separate species, C9H36N18O9 in total at a distorted geometry, from the Open Molecules 2025 dataset.

```
72
C9H36N18O9 | the Open Molecules 2025 dataset | ωB97M-V/def2-TZVPD
N -3.276 2.015 3.145
C -2.615 2.443 2.023
N -3.267 2.111 0.830
O -1.652 3.202 2.039
H -3.947 1.278 3.072
H -3.051 2.498 3.994
H -2.893 2.689 0.094
H -3.525 1.173 0.577
N 0.711 4.060 3.628
C 0.872 5.000 4.598
N 1.839 4.709 5.550
O 0.265 6.061 4.644
H -0.010 4.274 2.956
H 1.270 3.234 3.560
H 2.109 5.480 6.132
H 2.466 3.928 5.531
N 1.046 0.308 -0.882
C 0.028 0.013 0.020
N 0.213 0.642 1.198
O -0.952 -0.741 -0.162
H 1.093 -0.060 -1.815
H 1.688 0.998 -0.539
H 1.033 1.211 1.361
H -0.533 0.586 1.875
N -4.862 -4.737 -1.337
C -3.694 -4.297 -0.752
N -3.185 -3.143 -1.299
O -3.085 -4.924 0.107
H -5.252 -5.505 -0.815
H -5.442 -4.038 -1.767
H -3.574 -2.729 -2.138
H -2.267 -2.886 -0.982
N 3.861 3.166 -0.013
C 3.690 2.305 1.031
N 4.862 1.831 1.589
O 2.573 1.929 1.379
H 4.756 3.580 -0.202
H 3.021 3.644 -0.295
H 4.736 1.016 2.168
H 5.577 1.787 0.878
N 4.258 -0.694 -0.521
C 4.513 -1.887 -1.137
N 5.023 -2.855 -0.305
O 4.463 -2.070 -2.348
H 4.450 -0.561 0.449
H 3.860 0.028 -1.093
H 5.073 -3.767 -0.720
H 5.276 -2.667 0.643
N 3.232 -0.629 -4.474
C 1.966 -1.069 -4.703
N 1.481 -1.906 -3.723
O 1.306 -0.820 -5.701
H 3.699 -0.072 -5.163
H 3.763 -1.169 -3.805
H 2.073 -2.303 -3.013
H 0.512 -2.179 -3.743
N -2.109 -0.670 -3.202
C -3.109 -1.037 -4.051
N -2.859 -0.923 -5.378
O -4.172 -1.512 -3.660
H -2.261 -0.812 -2.215
H -1.346 -0.096 -3.509
H -3.602 -1.203 -5.991
H -1.967 -0.683 -5.776
N -2.701 -1.885 1.684
C -2.609 -1.274 2.901
N -3.671 -1.542 3.761
O -1.586 -0.717 3.317
H -3.579 -2.239 1.350
H -1.976 -1.628 1.013
H -4.320 -2.269 3.533
H -3.711 -1.006 4.605
```

Its total charge is 0. As for the SMILES: NC(N)=O.NC(N)=O.NC(N)=O.NC(N)=O.NC(N)=O.NC(N)=O.NC(N)=O.NC(N)=O.NC(N)=O. The calculation puts the gap between HOMO and LUMO at 9.01 eV. Its HOMO energy is -9.3900 eV.

The following is a quantum chemistry calculation of a cluster of 9 separate species, C9H36N18O9 in total at a distorted geometry, from the Open Molecules 2025 dataset.

```
72
C9H36N18O9 | the Open Molecules 2025 dataset | ωB97M-V/def2-TZVPD
N 3.542 -6.882 -1.491
C 3.753 -8.139 -1.659
N 2.791 -8.818 -1.210
O 4.759 -8.585 -2.204
H 4.392 -6.389 -1.723
H 2.891 -6.343 -0.938
H 2.869 -9.805 -1.406
H 2.024 -8.440 -0.673
N -2.672 -4.993 -3.472
C -3.389 -4.394 -4.277
N -4.515 -4.987 -4.610
O -3.101 -3.310 -4.767
H -1.930 -4.488 -3.009
H -2.830 -5.941 -3.160
H -4.525 -5.995 -4.549
H -5.286 -4.472 -5.010
N 1.018 5.664 6.230
C 0.854 5.726 4.924
N -0.131 4.991 4.442
O 1.736 5.945 4.107
H 0.596 4.881 6.707
H 1.982 5.790 6.502
H -0.311 4.928 3.451
H -0.927 4.980 5.064
N -2.239 1.099 -4.830
C -1.159 1.691 -5.152
N -0.098 0.881 -5.089
O -1.005 2.899 -5.098
H -3.065 1.675 -4.902
H -2.275 0.098 -4.699
H 0.740 1.309 -5.455
H -0.247 -0.116 -5.030
N -0.718 -4.445 2.057
C -0.742 -5.141 0.977
N -1.686 -6.018 0.904
O -0.090 -4.931 0.026
H -0.380 -3.508 1.889
H -1.261 -4.689 2.873
H -1.635 -6.649 0.117
H -2.442 -5.993 1.573
N 4.171 6.063 -0.091
C 5.453 6.299 0.409
N 5.395 6.475 1.714
O 6.379 6.306 -0.333
H 3.438 5.977 0.598
H 3.945 6.029 -1.074
H 4.595 6.272 2.297
H 6.197 6.849 2.200
N -2.078 5.164 0.142
C -3.148 4.348 0.222
N -3.328 3.729 -0.939
O -3.848 4.163 1.194
H -1.851 5.791 0.900
H -1.836 5.415 -0.805
H -4.071 3.049 -1.015
H -2.821 4.016 -1.764
N -1.901 0.704 3.449
C -1.896 0.542 4.735
N -0.653 0.482 5.199
O -2.825 0.640 5.486
H -2.770 1.016 3.040
H -1.142 0.425 2.844
H -0.631 0.711 6.183
H 0.165 0.386 4.615
N 1.055 1.140 -0.755
C 1.259 -0.085 -0.319
N 1.264 -0.955 -1.299
O 1.466 -0.356 0.853
H 1.096 1.873 -0.061
H 0.969 1.236 -1.757
H 1.266 -0.880 -2.306
H 1.398 -1.909 -0.994
```

Its total charge is 0. As for the SMILES: NC(N)=O.NC(N)=O.NC(N)=O.NC(N)=O.NC(N)=O.NC(N)=O.NC(N)=O.NC(N)=O.NC(N)=O. The calculation puts the gap between HOMO and LUMO at 9.40 eV. Its HOMO energy is -9.5874 eV.